(1)
This record from the OMol25 dataset describes a gas-phase ion, C5H15N2 (charge +1). The level of theory is the ωB97M-V functional and the def2-TZVPD basis.

Orbital gap ... 11.43 eV
E_LUMO ... -0.095 hartree
Calculated total energy ... -308.7710 Eh
Energy above the lowest of the compared OMol25 structures with the same formula, charge and spin ... 13.6 kcal/mol
SMILES string ... CC[N@@H+](C)CCN

Structure (ORCA input):
```
! RIJCOSX wB97M-V def2-TZVPD def2/J DEFGRID3
* xyz 1 1
C 1.473 -0.369 1.371
H 0.369 1.171 -1.404
H -2.080 -1.106 1.172
H 2.152 -0.205 -2.667
H 2.408 -0.716 0.921
C -0.610 0.862 0.855
C 1.533 -0.598 -1.865
H -3.229 -0.959 0.116
C 1.129 0.548 -0.937
H -0.315 1.904 0.769
H -0.015 -0.835 -0.026
N -2.225 -0.822 0.202
H -1.615 0.758 -1.000
H -2.651 1.329 0.241
C -1.867 0.590 0.056
N 0.499 -0.012 0.317
H 1.722 0.528 1.935
H 0.624 -1.006 -2.306
H -0.775 0.596 1.897
H 2.085 -1.370 -1.338
H 1.971 1.170 -0.649
H 1.088 -1.192 1.976
*
```


(2)
This record from the OMol25 dataset describes 10 unconnected molecules or ions with the total composition C51H74Cl2O22. The level of theory is the ωB97M-V functional and the def2-TZVPD basis.

Orbital gap ... 8.31 eV
E_LUMO ... -0.016 hartree
Calculated total energy ... -4563.4880 Eh
SMILES string ... COCCCCCCCC1=C(/C(Cl)=C(\C)Cl)C(=O)OC1=O.O=C1CCCO1.O=C1CCCO1.O=C1CCCO1.O=C1CCCO1.O=C1CCCO1.O=C1CCCO1.O=C1CCCO1.O=C1CCCO1.O=C1CCCO1

Structure (ORCA input):
```
! RIJCOSX wB97M-V def2-TZVPD def2/J DEFGRID3
* xyz 0 1
H 2.298 1.401 10.669
H -3.321 -6.513 -6.093
H -0.336 -2.743 -6.743
H 0.540 4.371 12.483
H -0.323 2.206 6.059
H 0.590 4.481 5.127
H -5.054 -7.719 -5.448
C -1.585 -0.035 0.815
H 11.447 2.029 4.740
H 12.234 -1.514 2.812
H -3.844 -2.127 -2.396
O -4.799 0.515 -2.035
O 7.371 1.531 0.381
H -3.913 1.258 2.243
C 1.958 2.367 11.031
H -6.625 -1.873 -9.901
O -0.020 3.578 10.665
C -3.015 1.935 0.410
O 1.154 3.080 8.836
H 13.066 -0.159 5.093
H 1.621 2.294 13.216
C -4.167 1.394 1.196
H -6.338 -1.154 -7.647
H 13.090 2.072 4.076
H 3.475 4.217 4.181
H -5.876 -6.662 -6.626
H 11.360 -0.363 4.706
C 0.129 3.440 12.089
O -3.748 3.621 8.550
O -4.898 -5.697 -5.058
H -8.273 -1.331 -3.544
H -7.808 -3.912 -10.313
C -6.538 -2.214 -7.774
C 12.303 0.050 4.347
H 13.678 -0.473 2.728
H 7.016 4.604 1.119
O -3.132 -2.134 -6.655
H 1.315 5.326 7.243
H 4.233 1.208 -0.490
C -2.181 -0.778 -2.197
C -7.404 -3.791 -9.311
C 1.632 4.263 5.357
O -3.538 2.270 6.776
H -1.063 -4.559 -8.935
H -4.069 -3.998 -3.663
H -2.255 -2.721 -4.776
C 3.253 -1.944 -0.429
O -8.466 -3.390 -8.429
H -7.102 -1.003 -4.825
H 2.038 4.697 3.245
C 12.138 1.537 4.059
H 5.136 -0.947 -0.086
O -2.018 0.136 3.211
H -0.851 3.276 12.530
H -1.211 4.228 7.728
O 2.672 0.606 -2.653
H 0.608 -2.767 -9.018
H 8.989 3.797 0.049
H -3.501 -1.158 -3.818
O 11.604 1.606 2.724
C -5.776 0.393 -2.719
H -4.529 0.459 0.769
C -7.838 0.797 -3.825
O -6.378 -0.798 -2.902
O -2.613 -3.262 -8.521
H -1.655 -3.620 -10.317
H -1.072 -2.532 -1.418
C 3.492 0.415 -0.375
H -2.850 -0.218 -1.558
H -2.526 -6.268 -3.881
C -1.005 -2.229 1.153
H 8.911 1.254 1.732
H -3.537 -4.764 -6.294
C -3.040 -1.745 -3.024
C -1.540 -0.393 2.265
C -6.495 1.463 -3.518
C -7.459 -0.678 -3.848
H 0.512 1.327 12.246
H -5.918 1.665 -4.422
H -4.989 2.103 1.147
O 2.496 6.380 5.909
C -1.856 1.288 0.236
H -5.926 -2.790 -7.077
C -0.432 -2.465 -8.912
H -2.965 -4.534 -2.445
H -2.234 0.714 6.395
H -8.305 1.131 -4.749
H -6.542 -6.863 -4.995
C -2.586 -5.338 -4.453
Cl -0.571 1.919 -0.724
C 6.553 2.532 0.766
H -0.601 -1.606 -9.561
H 2.330 -2.143 0.122
C -2.276 -2.897 -3.698
O -0.844 -1.584 2.372
C 8.725 1.800 0.806
H 4.067 -0.889 1.314
C -1.295 2.674 6.191
H 2.812 3.027 11.186
C -0.842 -2.117 -7.481
H 1.715 3.199 5.564
O 3.227 7.065 3.908
C 12.612 -0.507 2.958
O -8.680 -2.105 -6.612
H -6.595 2.373 -2.933
H 2.960 4.711 7.032
O 5.367 2.493 0.595
H -1.715 -0.042 -2.849
C 11.894 0.468 2.044
C 1.075 2.260 12.276
C -5.622 -6.792 -5.568
O -0.943 -3.401 1.014
O 2.904 -1.427 -1.725
H -0.692 -1.070 -7.238
C -3.016 -4.223 -3.489
H -0.131 -1.082 -1.594
H 3.792 -2.880 -0.559
O 11.622 0.326 0.889
C 2.523 4.749 4.215
C -1.415 -3.577 -9.257
H -1.082 2.571 8.352
H 2.641 0.778 0.204
H 7.226 3.528 2.523
H 9.551 3.614 1.709
H -8.535 0.987 -3.008
H -1.588 -5.139 -4.845
H -5.359 -3.017 -9.455
H -7.017 -4.753 -8.968
Cl -3.267 3.471 -0.328
C -6.365 -2.682 -9.216
C -2.317 -2.461 -7.468
C 2.989 -0.069 -1.718
C 4.094 -0.853 0.226
H -1.380 3.491 5.473
C 2.793 6.194 4.600
C 1.026 3.016 10.026
C -7.999 -2.517 -7.505
H -1.236 -2.969 -3.376
H -2.765 1.616 4.969
H 9.415 1.444 0.048
C -1.121 -1.451 -1.303
C 2.097 5.135 6.514
C -3.048 3.100 7.731
C -3.583 -5.587 -5.573
C 7.355 3.625 1.444
C -2.457 1.709 6.005
C 8.784 3.308 1.002
C -1.539 3.202 7.599
C -1.271 -1.154 0.144
*
```